1.
{"formula": "CH7NO2", "method": "ωB97M-V with the def2-TZVPD basis set", "symbols": ["N", "C", "O", "H", "H", "H", "H", "H", "H", "H", "O"], "xyz": [[-0.493, -0.560, 0.026], [-0.351, 0.985, 0.277], [-1.473, 1.865, 0.620], [-1.086, -0.620, -0.844], [-1.055, -0.896, 0.818], [-0.058, 1.341, -0.661], [0.286, 0.962, 1.098], [-2.131, 1.753, -0.041], [2.513, -2.227, -0.673], [1.443, -1.263, -0.171], [2.405, -1.339, -0.450]], "smiles": "NCO.O", "homo_energy_ev": -10.7, "gap_ev": 11.35, "e_above_lowest_kj_mol": 52.6, "lumo_ev": 0.653}

***

2.
{"formula": "CH7NO2P2", "method": "ωB97M-V with the def2-TZVPD basis set", "symbols": ["C", "N", "O", "O", "P", "P", "H", "H", "H", "H", "H", "H", "H"], "xyz": [[1.714, -0.271, -0.086], [-0.957, -1.151, -0.584], [-0.149, 1.243, -2.004], [-1.313, -1.378, 0.778], [-0.594, 1.201, 1.243], [0.068, 0.309, -0.471], [2.185, 0.567, 0.262], [1.762, -1.052, 0.635], [2.178, -0.610, -1.035], [-1.804, -0.835, -1.147], [-1.933, -2.090, 0.929], [-1.435, 1.909, 0.519], [0.278, 2.157, 0.961]], "smiles": "C[P@](=O)(P)NO", "homo_energy_ev": -9.1, "gap_ev": 9.64, "e_above_lowest_kj_mol": 202.2, "lumo_ev": 0.526}

***

| no. | total energy (a.u.) |
| --- | --- |
| 1 | -247.4993 |
| 2 | -930.1101 |